Computed, not measured: a 2-piece molecular cluster, C5H8Br2N3 overall, with ωB97M-V with the def2-TZVPD basis set.

Calculated values
total charge: +1
M: 269.95 g/mol
HOMO energy: -13.6 eV
relative energy (zero: lowest compared OMol25 entry of this formula, charge and spin): 68.59 kJ/mol
frontier orbital gap: 0.339 Ha
LUMO energy: -4.372 eV

Positions of all 18 atoms, in Å:
C  1.9752  -1.6710  -0.9513
C  0.5983  -1.7453  -1.0306
C  1.6920  -0.1033  0.8584
C  2.5206  -0.8340  0.0241
C  -0.1608  -1.0012  -0.1565
N  0.3492  -0.1741  0.7508
N  -0.4495  0.5086  1.5931
N  -1.9129  -1.0192  -0.4188
Br  4.3912  -0.6542  0.2000
Br  0.7734  3.1059  -0.2020
H  2.6040  -2.2333  -1.6231
H  0.1197  -2.3707  -1.7672
H  2.0944  0.5589  1.6091
H  -1.3608  0.7174  1.1978
H  -0.0006  1.2971  2.0499
H  -2.0745  -1.8402  -0.9878
H  1.0144  4.3509  -0.7480
H  -2.3326  -1.1573  0.4985

---

Computed, not measured: one molecule with the formula C13H13F3N4O8S, with ωB97M-V with the def2-TZVPD basis set.

Calculated values
M: 442.33 g/mol
HOMO energy: -8.3 eV
relative energy (zero: lowest compared OMol25 entry of this formula, charge and spin): 0.00 kJ/mol
frontier orbital gap: 0.284 Ha
SMILES: COC(=O)[C@H]1CCC[N@@H+]1[C@H]1C(S(=O)(=O)C(F)(F)F)=CC(=[N+]([O-])[O-])c2no[n+]([O-])c21
LUMO energy: -0.531 eV

Positions of all 42 atoms, in Å:
O  1.5992  2.7175  1.8808
S  0.3857  2.3198  1.2045
O  -0.7137  1.6889  1.9192
C  -0.4731  3.8452  0.5240
F  -0.8677  4.6171  1.5517
F  0.3313  4.5541  -0.2948
F  -1.5633  3.4339  -0.1710
C  0.8363  1.3390  -0.2300
C  -0.1124  0.2288  -0.6967
C  0.1605  -0.0467  -2.1270
N  -0.6402  -0.8518  -2.8932
O  -1.5201  -1.6582  -2.6175
O  -0.2250  -0.6438  -4.2303
N  0.9027  0.1648  -4.2872
C  1.1087  0.5257  -2.9709
C  2.0849  1.3971  -2.3817
N  3.2329  1.9740  -3.0490
O  3.6281  1.5477  -4.1537
O  3.8107  2.9216  -2.4550
C  1.8642  1.8042  -1.0274
H  -1.1524  0.5848  -0.6045
H  2.5565  2.5441  -0.6212
C  -3.9060  -1.5517  2.6514
O  -2.4690  -1.4421  2.6847
C  -1.9502  -1.0065  1.5305
C  -0.4386  -1.0696  1.4601
C  0.2462  -2.2902  2.0558
C  1.3268  -2.7261  1.0602
C  1.2631  -1.7953  -0.1451
N  -0.0572  -1.0485  0.0211
O  -2.6388  -0.6019  0.6028
H  -4.1629  -2.0290  3.5986
H  -4.3676  -0.5611  2.5668
H  -4.2201  -2.1746  1.8068
H  -0.0649  -0.1869  1.9758
H  0.6710  -1.9875  3.0176
H  -0.4595  -3.1039  2.2728
H  2.3207  -2.6708  1.5121
H  1.1666  -3.7623  0.7396
H  2.0535  -1.0338  -0.1488
H  1.2343  -2.3223  -1.1137
H  -0.7813  -1.6434  -0.4180

---

Computed, not measured: C8H12NOPS as an isolated structure, with ωB97M-V with the def2-TZVPD basis set.

Calculated values
M: 201.23 g/mol
HOMO energy: -7.8 eV
relative energy (zero: lowest compared OMol25 entry of this formula, charge and spin): 286.24 kJ/mol
frontier orbital gap: 0.269 Ha
LUMO energy: -0.453 eV

Positions of all 24 atoms, in Å:
C  -1.2477  2.7728  1.1979
C  -2.3508  2.1814  0.6861
C  -0.1269  2.0649  1.4542
C  -2.4489  0.8362  0.3204
C  -0.1981  0.6733  1.2330
C  -1.2980  0.0221  0.6726
C  0.5409  0.0235  -2.0965
C  1.8552  -2.3882  0.6732
N  -1.1683  -1.3322  0.4274
O  1.1479  -0.6291  -1.0099
P  0.6730  -2.1270  -0.5820
S  0.4324  -3.2476  -2.2769
H  -1.4074  3.7642  1.6001
H  -3.2202  2.7246  0.5089
H  0.6754  2.3715  2.0630
H  -3.1965  0.3663  -0.3197
H  0.5560  -0.0223  1.4154
H  -0.1688  -0.7086  -2.6648
H  1.1784  0.3695  -2.9428
H  0.0505  0.9328  -1.6732
H  2.5661  -3.2434  0.2732
H  2.2764  -1.4014  0.9392
H  1.5052  -2.9738  1.5040
H  -1.8929  -1.9262  0.0546